1.
{
  "formula": "C65H65N13",
  "method": "wB97M-V/def2-TZVPD",
  "elements": ["N", "C", "C", "C", "C", "C", "H", "H", "H", "H", "H", "N", "C", "C", "C", "C", "C", "H", "H", "H", "H", "H", "N", "C", "C", "C", "C", "C", "H", "H", "H", "H", "H", "N", "C", "C", "C", "C", "C", "H", "H", "H", "H", "H", "N", "C", "C", "C", "C", "C", "H", "H", "H", "H", "H", "N", "C", "C", "C", "C", "C", "H", "H", "H", "H", "H", "N", "C", "C", "C", "C", "C", "H", "H", "H", "H", "H", "N", "C", "C", "C", "C", "C", "H", "H", "H", "H", "H", "N", "C", "C", "C", "C", "C", "H", "H", "H", "H", "H", "N", "C", "C", "C", "C", "C", "H", "H", "H", "H", "H", "N", "C", "C", "C", "C", "C", "H", "H", "H", "H", "H", "N", "C", "C", "C", "C", "C", "H", "H", "H", "H", "H", "N", "C", "C", "C", "C", "C", "H", "H", "H", "H", "H"],
  "positions_angstrom": [[-1.139, -2.554, -4.786], [-0.923, -1.374, -4.133], [-0.659, -0.186, -4.803], [-0.841, -0.158, -6.198], [-1.053, -1.333, -6.861], [-1.198, -2.504, -6.118], [-0.893, -1.424, -3.054], [-0.440, 0.687, -4.206], [-0.793, 0.826, -6.641], [-1.130, -1.364, -7.937], [-1.391, -3.418, -6.660], [-3.644, -2.352, 0.950], [-3.646, -3.147, -0.142], [-3.852, -2.627, -1.468], [-3.916, -1.268, -1.645], [-3.866, -0.379, -0.552], [-3.656, -0.978, 0.720], [-3.625, -4.204, 0.077], [-3.843, -3.319, -2.297], [-3.975, -0.870, -2.647], [-3.829, 0.669, -0.811], [-3.510, -0.302, 1.550], [0.720, -0.073, 1.508], [1.809, -0.068, 0.687], [1.703, 0.436, -0.612], [0.581, 1.087, -1.095], [-0.504, 1.076, -0.221], [-0.391, 0.506, 1.061], [2.739, -0.461, 1.072], [2.537, 0.343, -1.292], [0.450, 1.601, -2.036], [-1.443, 1.511, -0.530], [-1.196, 0.623, 1.771], [-6.382, -0.643, 5.727], [-5.823, 0.595, 5.665], [-4.656, 0.916, 5.005], [-3.973, -0.138, 4.336], [-4.581, -1.366, 4.271], [-5.747, -1.662, 5.041], [-6.305, 1.398, 6.204], [-4.246, 1.916, 5.013], [-3.160, 0.256, 3.743], [-4.216, -2.201, 3.691], [-6.155, -2.657, 5.133], [-1.994, -4.732, 4.538], [-1.096, -4.357, 5.514], [-0.093, -3.375, 5.313], [-0.036, -2.672, 4.123], [-1.039, -2.980, 3.125], [-1.957, -3.972, 3.374], [-1.193, -4.935, 6.421], [0.576, -3.154, 6.132], [0.732, -1.929, 3.968], [-1.057, -2.287, 2.296], [-2.794, -4.215, 2.736], [4.782, 0.705, 2.341], [4.167, -0.030, 3.324], [4.821, -0.534, 4.455], [6.186, -0.342, 4.561], [6.806, 0.402, 3.595], [6.071, 0.886, 2.567], [3.105, -0.193, 3.215], [4.280, -1.125, 5.180], [6.731, -0.648, 5.442], [7.762, 0.893, 3.692], [6.679, 1.473, 1.894], [-0.732, 1.937, 5.337], [-0.122, 2.788, 6.216], [1.074, 2.439, 6.850], [1.730, 1.267, 6.656], [1.116, 0.390, 5.726], [-0.057, 0.787, 5.042], [-0.653, 3.681, 6.511], [1.475, 3.133, 7.574], [2.626, 1.060, 7.223], [1.581, -0.581, 5.646], [-0.456, 0.118, 4.293], [-4.490, 3.274, -1.569], [-4.802, 2.499, -2.624], [-3.915, 2.321, -3.669], [-2.617, 2.822, -3.587], [-2.280, 3.618, -2.478], [-3.273, 3.839, -1.496], [-5.839, 2.201, -2.576], [-4.260, 1.719, -4.496], [-1.930, 2.620, -4.396], [-1.336, 4.131, -2.378], [-3.043, 4.484, -0.660], [5.903, -3.933, -3.278], [5.957, -2.555, -3.321], [5.216, -1.713, -2.489], [4.505, -2.366, -1.455], [4.467, -3.700, -1.360], [5.163, -4.454, -2.315], [6.545, -2.200, -4.155], [5.004, -0.692, -2.771], [3.910, -1.771, -0.779], [3.900, -4.224, -0.605], [5.002, -5.521, -2.368], [-2.911, 2.468, 1.946], [-4.114, 2.996, 1.727], [-4.445, 4.240, 2.319], [-3.501, 4.932, 3.085], [-2.229, 4.326, 3.341], [-2.007, 3.111, 2.690], [-4.738, 2.392, 1.086], [-5.408, 4.682, 2.110], [-3.721, 5.869, 3.575], [-1.537, 4.766, 4.044], [-1.063, 2.586, 2.727], [4.233, -1.265, -5.784], [3.063, -1.097, -5.143], [2.835, 0.026, -4.311], [3.783, 1.056, -4.280], [4.951, 0.908, -5.034], [5.133, -0.254, -5.780], [2.315, -1.875, -5.181], [1.940, 0.200, -3.732], [3.690, 1.897, -3.609], [5.655, 1.727, -5.034], [5.948, -0.268, -6.487], [1.256, 3.409, -3.795], [1.285, 4.633, -3.238], [0.550, 5.668, -3.826], [-0.224, 5.409, -4.987], [-0.112, 4.164, -5.613], [0.594, 3.124, -4.914], [1.827, 4.733, -2.310], [0.561, 6.662, -3.405], [-0.782, 6.212, -5.445], [-0.531, 3.871, -6.564], [0.726, 2.194, -5.448], [0.614, -5.644, -0.623], [1.177, -5.292, -1.802], [1.450, -3.972, -2.243], [1.083, -2.977, -1.328], [0.633, -3.288, -0.019], [0.479, -4.631, 0.286], [1.278, -6.066, -2.548], [1.846, -3.715, -3.214], [1.283, -1.978, -1.688], [0.299, -2.581, 0.726], [0.091, -5.074, 1.191]],
  "mulliken_charge": [-0.354, -0.838, 0.713, -0.625, -0.453, -0.615, 0.890, 0.028, 0.428, 0.424, 0.399, -0.051, -0.294, -0.738, -0.468, -0.017, 0.033, 0.418, 0.407, 0.461, 0.027, 0.222, 0.482, -0.722, -0.651, 0.459, -0.848, -0.665, 0.153, 0.515, 0.272, 0.627, 0.441, -0.608, -0.249, -0.882, 0.418, -0.094, -0.633, 0.353, 0.371, 0.397, 0.470, 0.398, -0.674, -0.385, -0.634, 0.155, 0.541, -0.357, 0.413, 0.367, 0.302, -0.097, 0.366, -0.244, 0.134, -0.841, -0.325, -0.443, -0.152, 0.463, 0.407, 0.374, 0.336, 0.326, -0.093, -0.472, -0.347, -0.856, -0.306, 0.146, 0.403, 0.351, 0.435, 0.391, 0.368, -0.424, -0.512, -0.658, 0.580, 0.090, -0.699, 0.395, 0.439, 0.224, 0.226, 0.405, -0.644, -0.436, -0.536, -0.038, -0.711, -0.324, 0.436, 0.634, 0.711, 0.464, 0.411, 0.732, -0.195, -1.192, -0.486, -0.966, -0.284, 0.483, 0.505, 0.445, 0.474, 0.475, -0.548, -0.710, 0.877, -0.584, -0.410, -0.535, 0.569, 0.027, 0.432, 0.428, 0.373, 0.035, -0.368, -0.544, -0.304, -0.851, -0.256, 0.408, 0.422, 0.414, 0.472, 0.619, -0.636, -0.559, -0.659, 0.094, 0.771, -0.807, 0.419, 0.410, 0.505, -0.200, 0.620],
  "e_lumo_ev": 0.15,
  "orbital_gap_ev": 9.2,
  "e_above_lowest_ev": 2.357,
  "e_homo_ha": -0.332
}


2.
{
  "formula": "C65H67F7N4O3",
  "method": "wB97M-V/def2-TZVPD",
  "elements": ["N", "C", "C", "C", "C", "C", "H", "H", "H", "H", "H", "N", "C", "C", "C", "C", "C", "H", "H", "H", "H", "H", "N", "C", "C", "C", "C", "C", "H", "H", "H", "H", "H", "N", "C", "C", "C", "C", "C", "H", "H", "H", "H", "H", "C", "O", "H", "H", "H", "H", "C", "O", "H", "H", "H", "H", "C", "O", "H", "H", "H", "H", "F", "C", "C", "C", "C", "C", "C", "H", "H", "H", "H", "H", "F", "C", "C", "C", "C", "C", "C", "H", "H", "H", "H", "H", "F", "C", "C", "C", "C", "C", "C", "H", "H", "H", "H", "H", "F", "C", "C", "C", "C", "C", "C", "H", "H", "H", "H", "H", "F", "C", "C", "C", "C", "C", "C", "H", "H", "H", "H", "H", "F", "C", "C", "C", "C", "C", "C", "H", "H", "H", "H", "H", "F", "C", "C", "C", "C", "C", "C", "H", "H", "H", "H", "H"],
  "positions_angstrom": [[7.197, -5.664, 4.573], [6.387, -5.107, 3.687], [5.336, -4.268, 3.895], [4.995, -4.067, 5.249], [5.770, -4.655, 6.258], [6.915, -5.418, 5.906], [6.653, -5.405, 2.683], [4.680, -3.938, 3.103], [4.188, -3.465, 5.639], [5.576, -4.423, 7.295], [7.545, -5.875, 6.656], [-0.369, 5.934, -6.889], [-0.746, 4.821, -7.571], [-0.790, 4.795, -8.965], [-0.574, 5.972, -9.685], [-0.274, 7.188, -8.971], [-0.176, 7.088, -7.565], [-0.901, 3.877, -7.069], [-1.034, 3.895, -9.511], [-0.682, 6.033, -10.758], [-0.115, 8.159, -9.415], [0.188, 7.896, -6.949], [3.224, -1.756, -8.261], [2.573, -1.942, -7.107], [2.325, -0.899, -6.215], [2.831, 0.390, -6.478], [3.569, 0.601, -7.686], [3.726, -0.502, -8.526], [2.151, -2.922, -6.939], [1.699, -1.061, -5.350], [2.711, 1.266, -5.857], [4.032, 1.546, -7.929], [4.248, -0.413, -9.468], [-4.988, -9.177, 0.470], [-3.817, -8.626, 0.025], [-3.159, -7.696, 0.736], [-3.679, -7.178, 1.964], [-4.898, -7.747, 2.374], [-5.569, -8.698, 1.646], [-3.448, -9.027, -0.908], [-2.215, -7.271, 0.430], [-3.166, -6.482, 2.610], [-5.344, -7.323, 3.261], [-6.536, -9.052, 1.973], [0.243, 7.351, -1.101], [0.624, 6.152, -1.726], [0.256, 7.157, -0.029], [0.798, 8.238, -1.406], [-0.823, 7.482, -1.291], [0.380, 6.236, -2.651], [-3.102, 3.059, 2.161], [-3.236, 3.592, 3.420], [-2.758, 2.030, 2.259], [-4.020, 2.906, 1.595], [-2.444, 3.724, 1.601], [-3.536, 4.502, 3.354], [-4.755, 5.213, -3.062], [-5.224, 6.337, -3.781], [-5.548, 4.490, -2.869], [-3.899, 4.745, -3.549], [-4.406, 5.398, -2.046], [-5.298, 6.057, -4.696], [-7.221, -2.804, -3.313], [-7.255, -2.276, -2.055], [-7.509, -0.917, -1.890], [-7.462, -0.309, -0.626], [-7.271, -1.111, 0.548], [-7.064, -2.476, 0.363], [-7.031, -3.081, -0.888], [-7.677, -0.283, -2.748], [-7.678, 0.750, -0.623], [-7.415, -0.736, 1.551], [-6.942, -3.072, 1.255], [-6.938, -4.157, -0.854], [3.634, 0.809, 6.523], [3.163, 1.070, 7.741], [1.778, 1.240, 7.982], [1.269, 1.200, 9.302], [2.143, 1.116, 10.390], [3.517, 1.105, 10.063], [4.045, 1.033, 8.826], [1.146, 1.249, 7.106], [0.228, 1.441, 9.459], [1.820, 1.203, 11.417], [4.131, 1.301, 10.929], [5.110, 1.081, 8.652], [9.250, 1.340, 1.408], [8.857, 0.303, 0.624], [9.650, -0.861, 0.361], [9.180, -1.835, -0.570], [7.988, -1.603, -1.244], [7.212, -0.448, -1.031], [7.687, 0.509, -0.103], [10.635, -0.885, 0.802], [9.640, -2.752, -0.906], [7.668, -2.363, -1.941], [6.357, -0.172, -1.630], [7.029, 1.357, 0.019], [-4.901, -4.621, 8.475], [-3.997, -3.966, 7.682], [-4.373, -2.956, 6.840], [-3.401, -2.344, 6.048], [-2.106, -2.893, 6.020], [-1.792, -3.972, 6.782], [-2.742, -4.547, 7.653], [-5.336, -2.470, 6.895], [-3.736, -1.483, 5.489], [-1.396, -2.544, 5.286], [-0.809, -4.410, 6.691], [-2.469, -5.313, 8.363], [0.172, -2.724, 1.088], [-0.115, -1.700, 0.323], [-1.222, -1.744, -0.474], [-1.501, -0.650, -1.303], [-0.574, 0.449, -1.316], [0.597, 0.483, -0.554], [0.762, -0.604, 0.284], [-1.893, -2.582, -0.357], [-2.382, -0.685, -1.926], [-0.822, 1.275, -1.966], [1.329, 1.277, -0.570], [1.631, -0.622, 0.925], [1.768, 7.067, 7.015], [2.674, 6.638, 6.081], [2.194, 5.905, 5.046], [3.140, 5.335, 4.169], [4.477, 5.498, 4.322], [4.950, 6.331, 5.261], [4.049, 6.965, 6.144], [1.152, 5.679, 4.872], [2.721, 4.767, 3.352], [5.205, 4.952, 3.739], [5.986, 6.574, 5.444], [4.336, 7.690, 6.892], [-3.740, -0.162, -7.644], [-3.806, -1.077, -8.693], [-2.690, -1.412, -9.427], [-2.748, -2.356, -10.434], [-3.939, -3.003, -10.703], [-5.076, -2.643, -9.980], [-4.994, -1.719, -8.995], [-1.774, -0.873, -9.236], [-1.812, -2.587, -10.922], [-4.053, -3.730, -11.494], [-6.045, -3.058, -10.215], [-5.870, -1.468, -8.416]],
  "mulliken_charge": [-0.563, -0.068, -0.546, -0.159, -0.322, -0.213, 0.384, 0.387, 0.383, 0.357, 0.360, -0.425, -0.282, -0.341, -0.234, -0.395, -0.161, 0.390, 0.371, 0.366, 0.365, 0.348, -0.563, -0.169, -0.434, -0.273, -0.317, -0.180, 0.380, 0.404, 0.414, 0.375, 0.364, -0.533, -0.207, -0.350, -0.304, -0.296, -0.198, 0.372, 0.347, 0.475, 0.337, 0.359, -0.498, -0.484, 0.202, 0.250, 0.229, 0.299, -0.417, -0.524, 0.189, 0.242, 0.207, 0.302, -0.504, -0.503, 0.256, 0.218, 0.222, 0.310, -0.297, 0.342, -0.407, -0.302, -0.553, -0.242, -0.525, 0.385, 0.395, 0.386, 0.387, 0.433, -0.304, 0.530, -0.593, -0.315, -0.529, -0.101, -0.564, 0.432, 0.361, 0.380, 0.307, 0.396, -0.283, 0.224, -0.344, -0.433, -0.279, -0.530, -0.213, 0.404, 0.363, 0.340, 0.395, 0.356, -0.309, 0.398, -0.424, -0.309, -0.670, -0.386, -0.336, 0.399, 0.395, 0.444, 0.391, 0.410, -0.316, 0.247, -0.217, -0.642, -0.571, -0.707, -0.122, 0.457, 0.483, 0.517, 0.472, 0.398, -0.300, 0.351, -0.457, -0.280, -0.526, -0.269, -0.478, 0.437, 0.375, 0.390, 0.365, 0.393, -0.303, 0.169, -0.272, -0.454, -0.340, -0.416, -0.265, 0.421, 0.364, 0.363, 0.359, 0.373],
  "e_lumo_ev": -0.03,
  "orbital_gap_ev": 9.1,
  "e_homo_ha": -0.337
}